Entry from the Open Molecules 2025 dataset: a molecular structure, C14H34B3BrN3O4P in a non-equilibrium geometry (ωB97M-V/def2-TZVPD).

Each line ends with the Mulliken charge.
Geometry (Å):
C  4.051  0.774  -2.201  0.01
C  4.874  1.666  -2.390  -0.43
B  5.666  2.938  -2.960  0.89
O  6.594  2.852  -4.050  -0.48
B  6.205  3.957  -4.884  0.40
N  7.147  4.706  -5.739  -0.64
O  4.797  4.330  -4.791  -0.35
B  4.648  4.879  -3.468  0.42
P  3.388  6.296  -3.198  -0.01
O  2.069  5.865  -4.218  -0.45
Br  2.648  6.295  -1.036  -0.21
O  5.455  4.275  -2.444  -0.39
H  3.217  0.022  -2.244  0.35
H  7.470  5.566  -5.264  0.28
H  6.634  5.068  -6.562  0.28
H  2.073  4.881  -4.178  0.34
C  2.329  1.287  1.522  -1.53
C  1.355  0.130  1.340  -0.28
N  1.948  -1.180  1.574  0.17
C  1.098  -2.282  1.135  -0.87
C  -0.237  -2.480  1.852  -0.71
C  2.600  -1.371  2.864  -0.72
C  1.761  -1.165  4.125  -0.95
H  3.210  1.164  0.889  0.34
H  1.844  2.226  1.243  0.46
H  2.656  1.388  2.560  0.31
H  0.994  0.173  0.307  0.44
H  0.481  0.303  1.985  0.16
H  1.668  -3.217  1.185  0.38
H  0.890  -2.141  0.068  0.37
H  -0.103  -2.919  2.842  0.29
H  -0.860  -3.175  1.281  0.32
H  -0.798  -1.549  1.954  0.18
H  3.460  -0.695  2.915  0.39
H  3.047  -2.371  2.898  0.35
H  1.135  -0.272  4.072  0.24
H  2.420  -1.047  4.990  0.37
H  1.122  -2.024  4.331  0.28
C  -7.414  -2.388  0.688  -1.42
C  -6.236  -1.484  0.343  -0.32
N  -5.105  -1.622  1.250  0.10
C  -4.104  -0.573  1.085  -0.71
C  -3.353  -0.510  -0.245  -0.90
C  -4.573  -2.969  1.417  -0.66
C  -4.079  -3.702  0.168  -0.97
H  -7.745  -2.229  1.717  0.33
H  -8.255  -2.167  0.027  0.43
H  -7.171  -3.445  0.559  0.29
H  -6.600  -0.453  0.389  0.44
H  -5.947  -1.669  -0.701  0.26
H  -3.375  -0.642  1.900  0.36
H  -4.602  0.391  1.237  0.39
H  -2.604  -1.300  -0.323  0.07
H  -2.817  0.440  -0.318  0.41
H  -4.020  -0.574  -1.106  0.34
H  -5.346  -3.586  1.887  0.36
H  -3.765  -2.949  2.156  0.33
H  -4.761  -3.595  -0.678  0.31
H  -3.991  -4.771  0.381  0.37
H  -3.090  -3.358  -0.137  0.20

The spin multiplicity is 1. The calculation puts the HOMO-LUMO gap at 7.7 eV. Its total energy is -4009.182704 Ha.